# 1
Below is a molecular structure, C4H6CrO3 at a distorted geometry, with properties calculated with ωB97M-V/def2-TZVPD.

Geometry as XYZ:
```
14
Properties=species:S:1:pos:R:3:forces:R:3:lowdin_charge:R:1
H 0.78608 -1.96182 0.66242 0.2 0.2 -0.7 0.0989
C 0.67434 -0.97871 0.18564 0.3 0.8 -2.3 -0.4027
C -0.57917 -0.54390 -0.23576 -3.1 0.5 1.8 -0.2064
H 0.35337 -0.94810 -1.20964 1.1 -1.3 1.5 0.1241
H -0.67557 0.42877 -0.72729 0.2 0.0 0.6 0.0134
O 1.61178 -0.15355 0.86170 0.9 0.3 0.9 -0.3672
O 1.56035 1.23449 0.47527 0.5 -0.3 -0.3 -0.4713
Cr 3.23328 0.89809 -0.37868 -1.0 -0.2 0.3 0.5136
C -1.57354 0.68781 2.24883 0.2 -1.3 -0.7 -0.3312
C -1.77026 -0.36514 1.44741 2.4 0.1 -1.2 -0.0601
O -2.28551 0.98442 3.39579 0.2 0.4 1.0 -0.0847
H -0.66467 1.29290 2.15846 -0.8 0.6 -0.3 0.0890
H -2.03687 -1.37033 1.79379 -1.1 0.5 -0.2 0.0186
H -2.90542 0.27334 3.58983 0.0 -0.2 -0.3 0.0661
```
Positions in Å, forces in eV/Å.

Multiplicity: 6
Charge: -1
Molecular weight in g/mol: 154.085
HOMO level (alpha / beta) in Ha: -0.076 / -0.058


# 2
Below is C5H4F6 in the gas phase at a distorted geometry, with properties calculated with ωB97M-V/def2-TZVPD.

Geometry as XYZ:
```
15
Properties=species:S:1:pos:R:3:forces:R:3:lowdin_charge:R:1
C -0.80023 -1.38401 1.27271 0.4 0.5 -3.3 0.0357
C 0.21893 0.20840 -0.34630 0.2 0.1 0.4 0.0120
C -0.28330 -1.19174 -0.16901 1.1 -0.1 2.8 -0.5724
C -0.69670 1.09821 -1.16984 0.2 -3.4 0.3 0.0068
C 1.44306 0.73461 0.40200 0.3 2.6 -1.0 -0.5681
F -2.04562 -1.14641 1.51019 -1.7 0.3 0.1 0.1046
F 0.64795 -2.17348 -0.33043 0.7 0.1 -0.3 0.0981
F -1.26057 -1.43815 -0.99970 -1.5 -0.6 -1.4 0.1326
F 2.36393 -0.15489 0.64595 0.2 -1.5 0.8 0.1830
F 2.13591 1.72057 -0.28088 -0.7 -0.6 -1.4 0.0865
F 1.20012 1.46946 1.52225 -1.0 -1.2 0.7 0.1121
H -0.20430 -1.39100 2.10279 1.7 0.0 1.9 0.1018
H -0.66408 2.07055 -0.83363 -0.3 2.2 0.6 0.0610
H -1.66961 0.54864 -1.11887 0.4 1.4 -0.1 0.1058
H -0.38549 1.02924 -2.20723 0.1 0.2 -0.3 0.1004
```
Positions in Å, forces in eV/Å.

Multiplicity: 1
Molecular weight in g/mol: 178.075
ΔE to the lowest compared entry with this formula, charge and spin in kcal per mole: 39.8
HOMO level (alpha / beta) in Ha: -0.336 / -0.351


# 3
Below is a molecular structure, C6H10O at a distorted geometry, with properties calculated with ωB97M-V/def2-TZVPD.

Geometry as XYZ:
```
17
Properties=species:S:1:pos:R:3:forces:R:3:lowdin_charge:R:1
O -0.88260 -1.89533 0.15857 -1.2 3.9 3.0 -0.1063
C -1.33567 -0.86500 0.86251 -4.1 -5.2 -0.7 -0.3795
C -1.76709 0.37524 0.26601 2.4 1.4 -2.8 -0.0320
C -1.14168 0.64009 -1.24739 0.5 -0.6 2.4 -0.1173
C 0.28821 0.03299 -1.11466 0.3 1.9 1.7 -0.1100
C 1.13252 0.49755 -0.09946 -0.4 -1.2 -3.6 -0.2042
C 2.27621 -0.22639 0.50893 -0.4 -0.5 1.1 -0.1025
H -1.86973 -0.99732 1.92825 2.0 0.2 -1.7 0.1688
H -2.16149 1.36712 0.62041 0.1 -1.8 0.7 0.1351
H -0.60107 0.15936 0.77161 0.3 2.0 0.3 0.1231
H -1.68775 0.05418 -1.99539 -0.1 0.5 0.2 0.1020
H -1.14698 1.73364 -1.40180 -0.1 -0.6 -0.2 0.0995
H 0.28207 -0.86393 -1.71566 1.1 -0.3 0.5 0.0988
H 1.05661 1.50280 0.25661 -0.8 0.5 0.3 0.0995
H 1.83523 -0.79978 1.34112 0.2 0.6 0.5 0.0829
H 3.12589 0.36913 0.87816 -0.5 -0.1 -0.3 0.0807
H 2.59733 -1.08435 -0.01784 0.7 -0.6 -1.3 0.0616
```
Positions in Å, forces in eV/Å.

Multiplicity: 1
Molecular weight in g/mol: 98.145
ΔE to the lowest compared entry with this formula, charge and spin in kcal per mole: 113.6
HOMO level in Ha: -0.309